# 1
Here is a cluster of 2 separate species, C3H6N2O in total from the OMol25 dataset. Energies are from ωB97M-V/def2-TZVPD.

Results
* charge: 0
* LUMO energy: 1.0 eV
* relative energy (zero: lowest compared OMol25 entry of this formula, charge and spin): 36.6 kcal/mol
* strongest force on any atom: 0.032 hartree/bohr

Bonds (Å) are listed after each position.
Cartesian coordinates (Å):
1 C 1.8610 -0.3843 -0.2187  N2 1.440, H7 1.096, H8 1.094, H9 1.096
2 N 0.5231 -0.0657 0.2076  C1 1.440, C3 1.358, H12 1.013
3 C -0.3301 0.7454 -0.4689  N2 1.358, N4 1.278, H10 1.098
4 N -1.5337 0.9010 -0.0687  C3 1.278, H11 1.011
5 C -2.0585 -0.9860 1.3067  O6 1.139
6 O -3.1831 -0.8521 1.4257  C5 1.139
7 H 1.9490 -1.4251 -0.5518  C1 1.096
8 H 2.1404 0.2631 -1.0554  C1 1.094
9 H 2.5844 -0.2211 0.5880  C1 1.096
10 H 0.1096 1.2356 -1.3470  C3 1.098
11 H -2.1095 1.4638 -0.6809  N4 1.011
12 H 0.0473 -0.6746 0.8633  N2 1.013



# 2
Here is the molecule C3H6N2O from the OMol25 dataset. Energies are from ωB97M-V/def2-TZVPD.

Results
* charge: 0
* LUMO energy: 0.8 eV
* relative energy (zero: lowest compared OMol25 entry of this formula, charge and spin): 75.7 kcal/mol
* SMILES: CN1C(=O)[C@H]1N
* strongest force on any atom: 0.092 hartree/bohr

Bonds (Å) are listed after each position.
Cartesian coordinates (Å):
1 C 1.1274 -1.3116 0.1124  N2 1.433, H7 1.093, H8 1.094, H9 1.091
2 N 0.2876 -0.3400 0.7473  C1 1.433, C3 1.481, C5 1.418
3 C 0.2730 1.1400 0.6930  N2 1.481, O4 1.186, C5 1.500
4 O 1.0142 2.0653 0.7320  C3 1.186
5 C -0.9371 0.2968 0.4224  N2 1.418, C3 1.500, N6 1.490, H10 1.084
6 N -1.2880 0.6343 -0.9856  C5 1.490, H11 1.011, H12 1.014
7 H 2.1690 -1.0222 0.2706  C1 1.093
8 H 0.9407 -1.3833 -0.9635  C1 1.094
9 H 0.9372 -2.2885 0.5598  C1 1.091
10 H -1.7752 0.2105 1.1038  C5 1.084
11 H -2.1878 1.0907 -1.0552  N6 1.011
12 H -0.5612 0.9080 -1.6369  N6 1.014



Number 1: HOMO -8.873 eV, HOMO-LUMO gap 0.3612 hartree. Number 2: HOMO -8.563 eV, HOMO-LUMO gap 0.3451 hartree.